{
  "formula": "C36H99N9O9",
  "method": "ωB97M-V with the def2-TZVPD basis set",
  "species": ["C", "O", "C", "C", "C", "N", "H", "H", "H", "H", "H", "H", "H", "H", "H", "H", "H", "C", "O", "C", "C", "C", "N", "H", "H", "H", "H", "H", "H", "H", "H", "H", "H", "H", "C", "O", "C", "C", "C", "N", "H", "H", "H", "H", "H", "H", "H", "H", "H", "H", "H", "C", "O", "C", "C", "C", "N", "H", "H", "H", "H", "H", "H", "H", "H", "H", "H", "H", "C", "O", "C", "C", "C", "N", "H", "H", "H", "H", "H", "H", "H", "H", "H", "H", "H", "C", "O", "C", "C", "C", "N", "H", "H", "H", "H", "H", "H", "H", "H", "H", "H", "H", "C", "O", "C", "C", "C", "N", "H", "H", "H", "H", "H", "H", "H", "H", "H", "H", "H", "C", "O", "C", "C", "C", "N", "H", "H", "H", "H", "H", "H", "H", "H", "H", "H", "H", "C", "O", "C", "C", "C", "N", "H", "H", "H", "H", "H", "H", "H", "H", "H", "H", "H"],
  "coordinates": [[-5.30821, 1.22004, -0.67574], [-5.74728, 2.27749, 0.07377], [-6.33315, 1.80548, 1.26365], [-6.93268, 2.92905, 2.01866], [-5.88589, 4.02989, 2.14740], [-7.36198, 2.55618, 3.36342], [-4.65935, 0.54911, -0.09708], [-4.80799, 1.61098, -1.54996], [-6.16813, 0.59094, -0.96148], [-7.05667, 0.99530, 1.05749], [-5.51400, 1.34624, 1.86047], [-7.71691, 3.40502, 1.42877], [-5.73388, 4.47374, 1.15282], [-4.88674, 3.72605, 2.46377], [-6.17146, 4.88410, 2.76703], [-6.56706, 2.33455, 3.96954], [-7.85838, 1.64856, 3.33232], [-4.33956, -2.42822, -0.52805], [-4.19972, -1.70493, -1.75280], [-4.39239, -2.45863, -2.93262], [-3.35135, -3.49912, -3.36869], [-1.99240, -2.98503, -3.71755], [-3.88332, -4.30882, -4.44404], [-4.33238, -3.52030, -0.65228], [-5.31359, -2.19306, -0.06693], [-3.53149, -2.15511, 0.14802], [-5.40820, -2.90104, -2.93511], [-4.42931, -1.71586, -3.75094], [-3.20477, -4.22477, -2.55103], [-1.41128, -2.61861, -2.87298], [-2.04912, -2.13308, -4.40738], [-1.39823, -3.78826, -4.15140], [-4.90028, -4.37044, -4.32714], [-3.78091, -3.88489, -5.36881], [-4.65646, 3.68309, 5.87250], [-4.69495, 2.28606, 5.48916], [-4.52925, 1.34577, 6.51800], [-5.02361, -0.01695, 5.99592], [-4.83406, -1.12461, 6.96229], [-4.43021, -0.41856, 4.67215], [-3.72692, 3.86151, 6.41273], [-5.56289, 3.85409, 6.46218], [-4.72359, 4.18800, 4.91745], [-3.46442, 1.25295, 6.82895], [-5.15787, 1.56200, 7.40883], [-6.09350, 0.14106, 5.76219], [-5.30020, -0.87989, 7.92380], [-3.76536, -1.19073, 7.20325], [-5.24375, -2.02886, 6.54857], [-3.40734, -0.50517, 4.78272], [-4.54769, 0.36861, 4.03024], [0.76367, 4.37074, -0.72353], [0.61390, 5.16208, -1.84665], [-0.69811, 5.16558, -2.41646], [-1.12016, 3.85661, -3.05341], [-0.14953, 3.58255, -4.17066], [-2.52308, 3.87605, -3.54905], [-0.12807, 3.83841, -0.38786], [1.02186, 5.04484, 0.10865], [1.60903, 3.70304, -0.87095], [-1.42515, 5.43360, -1.61122], [-0.74492, 5.95904, -3.17480], [-0.97276, 3.11332, -2.25710], [-0.11465, 4.42868, -4.87042], [-0.50074, 2.73376, -4.78210], [0.84497, 3.31213, -3.83229], [-2.54953, 4.43973, -4.41566], [-3.11796, 4.44066, -2.92357], [-0.37510, 1.71043, 2.13538], [0.16607, 0.63845, 1.44361], [-0.70569, -0.01655, 0.56887], [0.18492, -0.65973, -0.51415], [-0.06729, 0.14086, -1.80871], [0.01211, -2.09818, -0.83547], [0.40407, 2.03838, 2.84250], [-1.21906, 1.40287, 2.75447], [-0.51011, 2.60375, 1.51389], [-1.34963, -0.73762, 1.11616], [-1.40865, 0.70010, 0.11635], [1.21433, -0.45425, -0.21348], [0.48446, -0.29366, -2.64647], [0.35189, 1.15989, -1.73413], [-1.12841, 0.23426, -2.05194], [-0.96132, -2.32778, -1.01625], [0.31587, -2.67827, -0.01441], [4.63060, -4.95707, 3.50642], [3.43878, -4.27299, 3.24234], [3.46469, -3.54221, 2.02492], [2.19365, -2.74816, 1.90228], [1.86758, -1.98062, 3.20776], [1.03625, -3.63004, 1.51689], [4.74689, -5.87300, 2.91951], [4.51381, -5.23472, 4.55565], [5.52377, -4.34157, 3.37905], [4.33671, -2.86061, 1.97757], [3.53193, -4.28350, 1.21620], [2.33155, -1.97573, 1.13135], [0.93849, -1.43907, 3.14562], [2.66264, -1.21803, 3.28817], [1.97308, -2.64902, 4.05451], [1.34415, -4.39474, 0.90964], [0.63069, -4.08714, 2.33108], [2.47868, -0.45804, -5.05346], [2.43640, 0.87102, -5.45702], [2.03798, 1.07019, -6.84283], [2.85846, 0.37485, -7.79594], [4.39481, 0.60255, -7.57725], [2.34757, 0.62621, -9.11069], [1.53295, -1.02498, -5.03595], [2.85638, -0.56995, -4.02271], [3.24170, -1.04020, -5.60937], [0.97803, 0.80172, -6.98347], [2.11544, 2.16320, -6.96293], [2.72041, -0.70230, -7.61993], [4.90866, -0.21636, -7.08081], [4.59280, 1.53849, -7.03127], [4.87581, 0.75998, -8.54715], [2.29936, 1.59577, -9.37626], [2.82619, 0.08285, -9.80679], [2.50099, 4.36290, 3.30162], [3.16764, 3.51620, 2.44480], [4.48375, 3.38887, 2.75615], [4.73974, 2.88721, 4.14147], [6.22215, 2.59140, 4.24044], [3.98659, 1.64213, 4.41248], [3.15815, 5.14799, 3.69730], [1.92273, 3.83384, 4.06564], [1.75197, 4.90982, 2.70426], [4.95491, 2.77057, 1.99702], [4.95054, 4.39044, 2.63769], [4.58572, 3.63181, 4.92820], [6.54943, 1.97383, 3.39848], [6.42567, 2.02546, 5.15334], [6.84678, 3.48828, 4.31768], [3.33320, 1.81248, 5.18054], [3.37425, 1.42690, 3.62402], [2.92539, -4.01005, -1.66506], [3.62064, -5.20152, -1.59717], [4.90684, -5.08396, -2.07684], [5.89757, -4.60067, -1.02225], [7.26549, -4.80035, -1.58486], [5.77671, -5.41023, 0.16931], [2.99485, -3.57177, -2.66277], [3.31430, -3.26582, -0.94900], [1.89814, -4.19069, -1.37708], [5.20361, -6.08489, -2.42340], [4.96018, -4.46986, -2.99805], [5.70421, -3.55095, -0.81224], [8.09054, -4.23577, -1.17779], [7.21283, -4.57009, -2.67255], [7.50688, -5.86937, -1.60185], [5.81679, -6.39406, -0.06343], [4.85689, -5.17155, 0.51359]],
  "forces_ev_per_a": [[-0.108, -1.331, -0.607], [-0.696, 0.913, 0.733], [0.840, -0.966, -0.228], [0.888, 1.406, 1.045], [0.434, 1.198, -0.866], [-0.716, -1.309, 0.178], [0.321, 0.148, -0.110], [0.201, -0.135, -0.236], [0.177, 0.026, -0.325], [-0.011, 0.216, -0.060], [-0.344, 0.070, 0.071], [-0.534, -0.384, 0.240], [0.050, -0.192, 0.183], [-0.093, -0.484, 0.192], [-0.378, -0.352, 0.230], [0.096, 0.395, -0.330], [0.019, 0.735, -0.060], [-0.587, -0.182, -0.228], [0.594, -0.531, 0.252], [-0.465, 0.794, -0.847], [-0.219, -0.806, 1.392], [0.609, 0.790, -0.194], [-1.070, -0.021, -0.966], [0.191, 0.223, -0.208], [0.305, 0.120, -0.048], [-0.001, 0.090, 0.020], [0.339, -0.209, 0.218], [0.031, -0.056, 0.299], [-0.081, 0.264, 0.119], [-0.236, -0.043, 0.104], [-0.012, -0.222, -0.175], [-0.045, 0.013, -0.192], [0.405, -0.296, -0.029], [0.275, 0.101, 0.363], [-0.443, -1.911, -0.211], [0.027, 0.405, -0.121], [-0.097, -0.779, 0.305], [-0.216, 0.909, -1.992], [0.408, 0.518, 1.149], [0.406, 0.635, 0.736], [-0.093, 0.416, 0.047], [0.310, 0.458, 0.171], [0.159, 0.474, 0.109], [-0.361, 0.235, -0.063], [0.367, 0.283, -0.279], [0.258, -0.190, 0.228], [-0.206, -0.196, -0.156], [-0.072, -0.480, -0.236], [0.086, -0.486, 0.059], [-0.576, -0.053, -0.004], [-0.017, -0.218, 0.158], [0.572, 0.373, 1.405], [-0.964, 0.406, -1.689], [-0.495, 0.811, 0.979], [0.255, 0.234, 0.271], [-0.514, -0.969, -1.244], [0.292, 0.970, 0.023], [-0.079, -0.197, -0.364], [0.086, -0.233, 0.055], [-0.091, -0.374, 0.097], [0.257, -0.068, -0.364], [0.254, -0.053, 0.216], [-0.537, -0.276, -0.395], [0.206, 0.026, 0.257], [0.070, 0.113, 0.276], [0.117, 0.268, 0.129], [0.198, -0.559, 0.395], [0.378, -0.558, -0.032], [1.064, 0.588, 1.118], [0.571, -0.016, 0.064], [-0.451, -0.539, -0.013], [-1.011, 0.003, -1.368], [0.904, 0.407, -0.171], [0.661, 0.041, 1.323], [-0.135, -0.200, -0.057], [-0.488, 0.294, -0.270], [-0.712, -0.279, -0.172], [0.407, -0.023, -0.138], [0.160, 0.030, -0.006], [-0.028, -0.401, 0.077], [-0.252, -0.206, 0.023], [-0.325, -0.184, 0.253], [0.036, -0.198, -0.035], [0.053, 0.231, 0.128], [-0.627, 0.689, -0.792], [-0.107, -0.422, 0.790], [-0.086, 0.659, -0.569], [0.376, -0.287, 0.397], [-1.453, -0.171, 0.249], [1.482, 0.038, -0.885], [0.531, 0.085, 0.172], [-0.048, 0.061, -0.187], [0.439, -0.157, -0.025], [-0.027, 0.121, -0.049], [-0.100, -0.311, 0.113], [-0.062, 0.396, -0.186], [-0.102, -0.398, -0.130], [-0.463, -0.098, 0.002], [-0.262, -0.192, 0.247], [-0.380, 0.035, 0.185], [0.046, 0.326, 0.212], [0.202, 0.249, -0.004], [0.953, -1.531, 0.643], [-0.418, 0.314, -0.670], [-1.447, 1.536, 2.673], [2.372, -2.032, -0.777], [-0.289, 1.060, -0.495], [-0.473, -0.125, -0.412], [-0.080, 0.443, -0.481], [-0.222, 0.771, -0.157], [-0.498, 0.114, -0.130], [0.217, -0.032, 0.146], [-0.015, -0.240, -0.057], [-0.143, 0.114, -0.192], [-0.135, -0.051, 0.155], [-0.134, -0.346, 0.095], [-0.053, -0.259, -0.025], [0.241, 0.196, -0.012], [0.090, 0.072, -0.249], [-1.481, 1.413, -0.340], [-1.465, -0.694, -1.060], [1.452, 1.314, -0.149], [1.005, -1.016, 0.562], [0.799, -0.363, 0.443], [-0.709, 0.417, 0.188], [-0.048, -0.280, 0.324], [0.418, 0.022, 0.330], [0.100, -0.184, 0.122], [-0.045, -0.417, 0.041], [0.210, -0.269, 0.177], [-0.657, 0.074, -0.244], [0.076, 0.092, 0.076], [-0.106, -0.035, -0.090], [-0.165, 0.021, -0.320], [0.327, -0.202, -0.174], [0.226, 0.083, 0.070], [-0.342, 1.092, 0.540], [-0.535, -0.753, 0.093], [0.919, -0.343, -1.022], [0.303, -0.738, -0.488], [0.426, -0.215, -2.168], [-0.235, 1.022, 0.787], [-0.257, 0.045, -0.117], [0.020, 0.006, -0.144], [-0.269, -0.006, -0.242], [0.105, 0.012, 0.288], [-0.194, 0.136, 0.337], [0.013, 0.107, 0.344], [0.007, 0.110, 0.448], [0.284, 0.197, 0.465], [0.089, 0.098, 0.382], [-0.166, -0.055, -0.049], [-0.001, -0.784, 0.390]],
  "mulliken_charge": [-0.559, -0.399, -0.320, 0.465, -1.382, -0.722, 0.092, 0.347, 0.348, 0.377, 0.040, 0.277, 0.403, 0.200, 0.384, 0.125, 0.323, -0.792, -0.004, -1.010, 0.947, -1.151, -0.743, 0.433, 0.266, 0.109, 0.326, 0.220, 0.129, 0.016, 0.347, 0.409, 0.245, 0.280, -0.782, -0.098, -0.743, 0.492, -1.585, -0.586, 0.346, 0.331, 0.143, 0.316, 0.356, 0.257, 0.385, 0.353, 0.379, 0.265, 0.167, -0.448, -0.412, -0.954, 1.595, -1.601, -0.744, 0.106, 0.202, 0.272, 0.418, 0.360, -0.662, 0.460, 0.438, 0.369, 0.293, 0.283, -0.373, -0.072, -0.488, 0.538, -1.582, -0.153, -0.099, 0.378, 0.047, 0.230, 0.351, 0.232, 0.210, 0.287, 0.336, 0.037, 0.198, -0.732, -0.365, -0.315, 1.027, -1.736, -0.654, 0.234, 0.275, 0.331, 0.530, -0.157, -0.156, 0.486, 0.255, 0.393, 0.148, 0.275, -0.701, -0.343, -0.923, 0.585, -1.287, -0.633, 0.325, 0.225, 0.297, 0.337, 0.400, 0.267, 0.311, 0.231, 0.436, 0.216, 0.246, -0.855, -0.105, -1.046, 0.737, -1.598, -0.616, 0.449, 0.260, 0.176, 0.387, 0.434, 0.305, 0.317, 0.388, 0.362, 0.296, 0.174, -0.481, -0.400, -0.856, 0.524, -1.435, -0.573, 0.439, 0.181, 0.097, 0.420, 0.379, 0.260, 0.329, 0.338, 0.335, 0.293, 0.184],
  "smiles": "COC[C@H](C)N.COC[C@H](C)N.COC[C@H](C)N.COC[C@H](C)N.COC[C@H](C)N.COC[C@H](C)N.COC[C@H](C)N.COC[C@H](C)N.COC[C@H](C)N",
  "homo_lumo_gap_ev": 9.2,
  "homo_ev": -8.773,
  "total_charge": 0,
  "e_tot_ha": -2600.7278,
  "max_force_ha_per_bohr": 0.06623,
  "lumo_ev": 0.45,
  "relative_energy_kcal_mol": 66.91
}